Record 1
C25H39NO3 in the gas phase. Source: OMol25; level of theory: ωB97M-V/def2-TZVPD.

Each line ends with the Mulliken charge.
Element x y z (Å)
H1 0.596 -0.500 3.094  0.4762
H2 -4.810 -0.425 -0.160  0.2422
C1 -1.746 -3.844 -0.569  -0.9405
C2 1.687 3.418 0.759  0.2904
C3 -3.794 -2.644 -1.493  0.7805
C4 0.182 3.639 0.602  -1.0964
C5 3.744 0.759 3.437  0.9417
H3 -4.015 -2.166 -3.575  0.3405
H4 -0.223 2.098 -0.854  0.2876
H5 2.118 4.289 1.258  0.3983
C6 -0.409 -3.210 -0.957  -0.6171
H6 -2.133 -3.349 0.323  0.3839
H7 3.470 3.080 -0.413  0.3265
H8 0.009 4.451 -0.107  0.3381
N1 1.129 -0.764 0.553  -0.0712
C7 -2.853 1.403 -0.360  0.0552
H9 -1.109 -1.589 -2.225  0.3611
H10 -2.499 1.095 -1.346  0.1977
H11 -4.074 0.083 -2.592  0.1472
C8 2.403 3.215 -0.571  -1.2547
C9 -2.078 2.641 0.081  -1.4179
C10 -2.804 -3.793 -1.681  -0.9507
C11 2.453 0.334 3.774  -0.6227
H12 -3.361 -4.731 -1.699  0.5379
H13 2.027 2.338 -1.092  0.1911
C12 -5.709 -1.321 -2.556  -0.9043
O1 4.776 0.360 -0.696  -0.6266
C13 -0.572 2.394 0.137  0.3650
H14 -0.227 3.951 1.567  0.3783
C14 3.290 0.152 1.149  0.6135
C15 -5.170 0.412 -0.759  -0.5564
H15 1.857 2.554 1.405  -0.2866
H16 -3.246 -1.730 -1.270  -0.6792
H17 0.283 -3.301 -0.118  0.3469
C16 4.152 0.661 2.122  -0.6238
H18 2.131 0.411 4.803  0.4134
C17 -5.108 0.058 -2.246  -0.5044
O2 0.770 -1.201 -1.656  -0.4411
H19 5.617 1.570 4.081  0.3580
H20 -5.171 -3.355 -2.981  0.3872
H21 -2.428 2.950 1.069  0.3952
H22 4.207 2.204 4.939  0.3238
C18 1.998 -0.271 1.500  -0.1080
H23 -2.283 3.461 -0.611  0.4027
C19 1.590 -0.175 2.832  -0.2737
C20 -4.359 1.659 -0.402  -1.0629
H24 5.136 0.978 1.813  0.4263
H25 -0.933 -1.157 -0.491  0.0521
H26 2.258 4.079 -1.216  0.4383
C21 4.647 1.311 4.495  -1.5773
H27 0.018 -3.747 -1.807  0.2963
C22 -4.660 -2.422 -2.730  -0.9309
H28 -6.288 -1.265 -3.479  0.2908
C23 3.706 0.064 -0.242  -0.1224
H29 -4.438 -2.866 -0.638  0.3669
H30 -1.545 -4.883 -0.304  0.3725
H31 -6.399 -1.603 -1.758  0.4048
H32 -2.309 -3.697 -2.649  0.3745
C24 1.529 -0.794 -0.658  0.4971
H33 -2.649 0.586 0.338  0.2347
H34 -0.363 1.568 0.822  -0.0488
C25 -0.515 -1.731 -1.322  -0.0188
H35 -4.675 2.015 0.582  0.3908
O3 2.737 -0.419 -1.114  -0.3587
H36 -4.574 2.451 -1.122  0.3546
H37 -5.650 0.827 -2.800  0.5261
H38 -6.216 0.578 -0.489  0.4152
H39 4.790 0.581 5.291  0.3740

LUMO level = 0.25 eV
Structure (SMILES) = CCCCCCCCCCCCCCCCOc1nc2ccc(C)cc2c(=O)o1
HOMO-LUMO gap = 8.87 eV
Relative energy (zero: lowest compared OMol25 entry of this formula, charge and spin) = 1.37 kcal per mole

Record 2
C25H40BrF12INbO10 as an isolated structure at a distorted geometry. Source: OMol25; level of theory: ωB97M-V/def2-TZVPD.

Each line ends with the Mulliken charge.
Element x y z (Å)
C1 1.082 -6.202 6.219  -1.0901
H1 2.521 -1.917 -0.658  0.1774
H2 5.592 3.764 -4.726  0.3273
H3 3.321 -3.729 -3.266  0.2685
O1 -1.092 -0.614 1.692  -0.4157
H4 -1.730 -4.784 0.727  0.1939
H5 -5.497 5.352 -5.823  0.2949
Br1 3.304 -0.153 -3.073  -0.1661
O2 -2.382 4.044 -4.061  -0.5079
H6 0.812 1.274 -2.917  0.0784
H7 -1.184 -2.975 -2.809  0.2883
F1 9.089 2.472 -7.272  -0.2407
C2 -4.836 5.773 -5.058  -1.1056
O3 7.291 1.716 -5.368  -0.3463
C3 2.115 -2.487 -1.623  -0.0399
F2 -4.004 1.259 -5.349  -0.2718
H8 4.232 2.696 -4.328  0.3394
C4 -2.767 -4.216 0.788  -0.3972
H9 -0.530 -0.415 -4.266  0.0050
H10 -3.219 -3.617 -1.366  0.3942
H11 0.119 -6.631 5.925  0.2913
C5 8.244 2.640 -5.021  0.3663
C6 6.124 1.670 -4.536  -0.0909
C7 -2.470 1.937 3.960  -0.6070
C8 0.286 0.175 -0.302  -0.4027
H12 -2.558 -1.773 -2.326  0.3343
H13 -4.236 5.346 -3.011  0.3142
C9 1.535 -5.167 5.207  -0.2325
H14 5.651 0.698 -4.705  0.2530
O4 -2.216 2.438 6.323  -0.3587
I1 -2.672 1.732 0.475  0.0294
F3 10.210 1.447 -5.707  -0.2462
H15 -2.554 1.127 3.230  -0.1368
O5 -4.628 3.573 -4.051  -0.2941
F4 -1.788 -2.743 5.248  -0.2383
H16 -5.924 4.999 -3.377  0.3216
F5 -1.821 4.904 7.413  -0.2410
H17 4.403 -2.707 -2.107  0.2166
O6 0.525 -4.166 5.019  -0.1940
H18 -1.566 2.515 3.748  0.3365
H19 -3.872 -2.670 2.133  0.2228
C10 -4.909 4.954 -3.784  -0.2006
H20 1.690 -5.648 4.236  0.3237
O7 1.214 -3.127 6.946  -0.5441
C11 9.448 2.549 -5.958  0.8326
C12 -0.615 -2.159 5.626  1.1401
F6 -3.384 1.012 -3.273  -0.1966
C13 -3.303 3.238 -4.167  0.2596
C14 5.156 2.777 -4.909  -1.0689
H21 -1.663 0.787 -2.324  0.2335
H22 -3.439 -4.347 3.034  0.3097
H23 -2.097 -3.032 2.708  0.0306
C15 3.427 -3.378 -2.154  -0.9573
C16 -2.429 1.385 5.373  0.0288
C17 -3.322 3.175 6.664  0.3643
H24 0.804 1.249 -0.256  0.4132
H25 -3.824 5.767 -5.476  0.3126
H26 1.259 -3.252 -1.385  0.1387
F7 -3.934 5.172 7.873  -0.2453
H27 -3.624 -4.993 0.517  0.2621
H28 1.702 -2.063 -3.840  0.4407
Nb1 -0.163 -0.226 -2.498  -1.0511
C18 -1.043 0.285 0.670  0.0313
F8 -1.894 1.390 -4.820  -0.1940
C19 -3.062 -3.529 2.256  -0.6835
H29 4.911 2.730 -5.975  0.2878
O8 -4.444 2.980 6.201  -0.5324
H30 -3.452 -2.193 -0.146  0.2323
F9 -2.768 3.674 8.946  -0.2470
F10 -0.244 -1.348 4.595  -0.1974
H31 -3.319 2.614 3.824  0.3699
H32 1.045 -0.563 0.202  0.0682
C20 -3.145 1.737 -4.403  0.9281
F11 -0.922 -1.334 6.667  -0.2633
C21 -1.432 -2.070 -2.078  -0.4879
H33 -1.586 0.693 5.471  -0.0085
F12 10.284 3.621 -5.857  -0.2431
H34 -5.125 6.810 -4.870  0.3674
H35 0.943 -5.755 7.208  0.3072
C22 -2.726 -3.090 -0.429  -0.5073
O9 8.139 3.405 -4.066  -0.5168
H36 1.818 -7.007 6.305  0.3749
H37 3.642 -4.302 -1.435  0.2991
C23 -2.966 4.226 7.714  0.8619
C24 1.758 -1.434 -2.828  -0.3819
C25 0.468 -3.181 5.972  0.0618
H38 6.400 1.713 -3.475  0.3008
H39 -3.338 0.819 5.614  0.3325
H40 2.489 -4.709 5.495  0.3075
O10 -1.334 -2.607 -0.712  -0.1236

LUMO level = 1.72 eV
Charge = -1
HOMO-LUMO gap = 6.79 eV

Record 3
C25H40BrNOP2Sn as an isolated structure at a distorted geometry. Source: OMol25; level of theory: ωB97M-V/def2-TZVPD.

Each line ends with the Mulliken charge.
Element x y z (Å)
H1 3.726 -3.606 0.365  0.4395
H2 -0.382 -1.813 -2.426  0.5644
C1 3.745 4.518 -0.777  -0.4722
H3 -3.037 4.089 0.311  0.4927
C2 3.080 0.336 -1.406  -1.4279
C3 -0.681 -2.545 -1.661  -0.1260
C4 0.313 3.508 0.230  -0.5828
H4 2.550 4.547 1.038  0.4766
H5 4.686 1.161 2.276  0.4405
H6 4.403 -0.588 2.192  0.3295
C5 -2.981 3.285 1.027  -0.7495
H7 2.457 1.672 1.290  -0.1652
H8 0.512 -0.961 4.589  0.2648
H9 -1.944 -3.716 -3.004  0.3234
H10 1.475 -2.879 0.965  0.4223
C6 1.435 3.772 -0.647  0.0935
H11 -3.894 0.113 -3.219  0.4200
H12 0.206 -2.730 -1.034  0.0886
O1 -0.064 -1.522 4.050  -0.4570
C7 2.662 0.681 1.734  0.0005
H13 -2.204 0.462 -1.438  0.3934
C8 2.313 -2.171 1.085  -0.8045
H14 -2.495 -0.924 -3.523  0.3459
H15 1.307 -0.898 -1.486  0.2856
H16 -3.139 -2.748 1.270  0.4705
H17 0.658 3.168 -2.611  0.4741
H18 4.589 0.377 0.701  0.2324
C9 -1.783 3.071 1.741  0.3881
H19 2.836 3.576 -3.762  0.4115
C10 3.463 -2.560 0.165  -1.3750
H20 -3.695 -0.191 -0.788  -0.0296
C11 -0.591 3.530 1.078  0.8042
C12 -2.834 -0.443 -1.430  0.0288
H21 2.635 -2.207 2.139  0.6788
H22 1.010 0.798 -1.029  0.0192
C13 -2.826 1.285 2.982  -0.6066
H23 2.301 0.709 2.779  0.4839
C14 4.162 0.373 1.714  -1.3776
C15 1.699 -0.054 -0.896  0.1257
C16 -1.090 -3.850 -2.336  -1.4694
H24 4.615 4.941 -0.264  0.3701
C17 -2.968 -3.032 0.208  -0.5884
Br1 -4.545 -0.545 1.420  -0.0765
H25 3.005 0.582 -2.474  0.4517
P1 1.470 -0.501 0.909  0.5805
H26 -3.989 -1.614 -2.872  0.2678
N1 3.831 4.223 -2.075  -0.5402
P2 -1.895 -1.751 -0.576  0.7266
C18 -3.655 1.201 1.842  0.1375
H27 3.482 1.227 -0.908  0.0793
H28 3.210 -2.496 -0.900  0.2543
C19 -3.960 2.312 1.067  -0.4132
C20 1.505 3.544 -2.040  -0.3469
H29 -0.256 -4.221 -2.944  0.4423
C21 2.573 4.312 -0.028  -0.2161
H30 3.813 -0.474 -1.324  0.2558
H31 -3.048 0.664 3.882  0.6383
C22 2.733 3.766 -2.692  -0.4527
C23 -1.787 2.240 2.866  -0.5080
H32 0.063 -2.421 4.418  0.2695
H33 4.371 -1.974 0.351  0.2806
H34 -2.387 -3.966 0.258  0.5090
C24 -4.345 -3.257 -0.410  -1.5549
C25 -3.325 -0.744 -2.836  -1.3748
Sn1 -1.687 -0.735 1.979  0.5668
H35 -1.048 2.305 3.682  0.4936
H36 -4.875 2.411 0.497  0.5150
H37 -4.906 -3.963 0.216  0.3958
H38 -4.955 -2.350 -0.470  0.3412
H39 -4.277 -3.676 -1.416  0.3375
H40 -1.345 -4.632 -1.615  0.3034

LUMO level = -6.97 eV
Charge = +2
HOMO-LUMO gap = 7.17 eV

| no. | calculated total energy (a.u.) |
| --- | --- |
| 1 | -1256.53856 |
| 2 | -5855.72800 |
| 3 | -4576.94049 |